Entry 1:
94
Properties=species:S:1:pos:R:3 method="wB97M-V/def2-TZVPD" charge=-1 orbital_gap_ev=6.8 e_tot_ha=-3373.62021 mol_weight_g_mol=1060.931
H 1.657 4.857 0.731
N -3.771 -0.040 2.076
C 3.963 2.389 -2.644
C 0.172 -3.328 2.916
C 3.190 -2.636 -1.700
H -3.847 -0.962 -4.182
N -4.810 -0.705 -3.994
C -4.533 -1.181 1.917
C -0.524 3.316 -3.307
H 3.685 -3.559 -2.003
C -1.008 5.821 -4.429
H 2.813 4.062 2.781
H -1.594 -1.192 6.223
H 0.689 -4.814 1.446
C 6.184 -0.647 -2.851
N -4.818 -0.068 -2.704
H -4.540 -3.714 2.509
S -4.496 -2.086 0.475
C -5.316 -1.567 3.029
C -0.244 4.883 -5.117
H 0.588 2.894 -5.080
H -2.127 6.228 -2.644
C 0.037 -2.969 0.566
H 0.385 -3.957 3.773
C -0.005 3.636 -4.561
C -1.532 5.502 -3.185
H -5.936 -1.200 5.042
N -0.361 -1.710 0.736
C 5.340 -1.667 -2.443
C -3.779 0.651 3.244
C -4.314 -3.422 3.529
Tl -2.358 -0.550 -1.190
H 4.613 2.918 -3.345
N -3.157 -2.798 3.720
C -3.783 -2.600 5.990
H 2.651 -0.714 2.178
C 7.616 -0.937 -3.221
C 2.015 1.579 -0.106
N -5.222 -3.718 4.460
C 0.342 -3.805 1.627
H 2.202 -2.617 -2.156
H -1.195 6.795 -4.865
C 2.673 1.130 1.052
H 0.115 -3.311 -0.464
O -0.810 1.693 -1.578
H 0.247 -0.850 4.854
H -3.141 1.522 3.231
H -1.670 3.997 -1.643
H 4.189 -0.375 1.374
H 6.311 1.448 -3.231
H -5.318 -1.577 -3.937
H 3.474 1.689 2.962
C -0.291 -2.034 3.107
C -1.616 -1.658 5.242
C -5.327 -0.868 4.210
H 0.182 5.133 -6.081
H 2.815 -0.954 0.449
C -0.140 2.043 -2.601
C -1.285 4.255 -2.623
C -4.937 -3.295 5.689
C 3.104 -0.308 1.270
H 3.077 -2.670 -0.611
C -0.142 -2.011 -3.866
Te 1.411 0.121 -1.624
O -3.000 0.417 1.118
H 1.157 3.296 -1.073
C 4.006 -1.437 -2.133
H -5.363 -0.595 -2.032
H -0.860 -0.227 2.065
C 2.957 2.041 2.073
H 8.125 -0.035 -3.562
N 0.841 -1.487 -3.501
C -4.535 0.277 4.323
H -5.908 -2.463 2.905
C 4.339 0.928 -2.592
C 1.939 3.815 0.830
S -1.488 -2.780 -4.368
C 3.479 -0.127 -2.219
C 2.592 3.372 1.974
C -2.876 -2.382 4.956
H -5.670 -3.522 6.459
H -3.586 -2.243 6.994
C -0.514 -1.254 1.978
N 0.974 1.464 -3.016
H 5.731 -2.679 -2.366
H -4.502 0.870 5.227
C -0.547 -1.483 4.463
H 2.931 2.525 -2.950
C 1.657 2.923 -0.190
H 7.663 -1.677 -4.024
H -5.258 0.833 -2.817
H 8.167 -1.342 -2.369
H 4.096 2.845 -1.660
C 5.664 0.633 -2.916

---

Entry 2:
86
Properties=species:S:1:pos:R:3 method="wB97M-V/def2-TZVPD" spin_multiplicity=2 charge=+2 orbital_gap_ev="7.0 / 5.6" s2=0.76 e_tot_ha=-8377.98465 mol_weight_g_mol=852.123
H -0.644 -2.232 4.591
C -2.219 1.071 -5.504
C -3.217 2.070 1.707
H -5.885 -0.245 -0.707
H -4.263 1.829 1.597
C 2.645 3.098 4.494
C 3.086 2.378 -1.746
H 2.992 -3.653 2.837
Br -3.397 -1.453 2.237
C 1.168 -3.069 3.806
C -1.383 -4.657 0.557
C -1.141 2.331 2.625
C 2.369 3.544 1.766
H 4.854 -0.863 0.089
C -1.340 0.739 -1.135
H -5.589 -2.502 -1.647
H 3.117 2.254 -2.828
H 1.392 -4.062 -1.352
H 4.007 2.870 -1.434
N -1.205 -1.918 0.742
C -2.080 1.119 -4.127
H -3.197 -4.444 1.720
H 2.551 -1.775 -1.531
H -0.289 3.407 0.870
H 0.299 1.844 -1.795
C -3.811 0.288 -0.920
C 0.178 -2.103 3.898
H -2.964 1.071 -3.506
H 3.223 5.159 4.611
C 2.378 -0.813 -2.017
C -2.535 -0.107 -1.340
C -2.407 2.756 0.771
Ge 3.011 0.629 -0.874
H 2.986 5.554 2.185
C -1.102 1.157 -6.325
H 1.275 1.517 -3.950
Ge 1.581 0.837 1.118
C -1.127 2.908 1.330
C 4.761 0.200 -0.132
C 2.276 -1.767 2.118
C -0.269 -2.617 0.084
H 1.423 -5.254 -0.050
H 3.107 -1.645 1.433
H 2.767 2.922 5.555
C -2.431 1.818 2.860
H 1.122 -3.944 4.441
C -2.358 -3.954 1.247
C -2.402 -1.397 -1.906
H 1.030 1.398 -6.398
H -3.204 0.976 -5.940
H 4.955 0.771 0.776
H -1.215 1.118 -7.400
C -4.740 -1.838 -1.554
C 2.085 2.278 2.290
H 2.246 3.025 -1.503
H -2.705 3.113 -0.202
C 2.214 -2.904 2.909
C -0.816 1.262 -3.548
C 0.293 1.377 -4.387
H 2.282 3.728 0.701
H -2.767 1.344 3.770
C -2.196 -2.590 1.299
H 2.966 -0.793 -2.936
C 0.776 -4.737 -0.761
C -4.905 -0.580 -1.020
H -0.313 2.317 3.316
H 5.514 0.469 -0.873
C 2.234 2.064 3.665
H 0.355 -5.490 -1.428
C 2.905 4.354 3.962
C 1.305 -0.766 2.217
H -3.359 -3.207 -2.491
H 2.042 1.087 4.092
Zr -1.485 0.445 1.031
C -0.308 -3.996 -0.036
H -3.986 1.310 -0.620
C 0.243 -0.963 3.102
H -1.459 -5.736 0.483
H -1.430 -1.696 -2.281
C 0.158 1.313 -5.763
C -3.479 -2.239 -2.021
C -0.597 1.305 -2.093
C 2.771 4.577 2.598
H 0.527 -2.037 -0.366
H 1.326 -0.709 -2.281
H -0.577 -0.245 3.226

---

Entry 3:
91
Properties=species:S:1:pos:R:3 method="wB97M-V/def2-TZVPD" spin_multiplicity=2 charge=+2 orbital_gap_ev="6.7 / 7.1" s2=0.76 e_tot_ha=-3650.49491 mol_weight_g_mol=818.501
H -2.694 2.039 2.253
C -3.853 0.121 -1.625
C 0.932 3.432 -1.572
C -1.846 2.354 2.846
Co 1.197 -1.093 0.361
H -0.454 -1.381 -2.263
C -1.329 -4.415 0.707
C -2.595 0.671 -1.379
C 2.796 -0.818 -1.893
H 0.136 -1.183 -4.499
C 2.466 -0.847 4.906
H -2.041 2.390 -2.565
N -2.025 -5.347 -0.259
N 1.462 -1.079 -1.575
C 2.483 -0.781 -5.617
H 1.700 -0.886 -6.357
H 4.420 -0.544 4.038
H 0.396 -1.150 5.415
H -2.298 -4.882 2.587
C -0.051 3.158 -0.618
H 2.794 2.902 -2.508
H 1.131 3.555 4.963
H 1.565 1.650 -2.594
C -4.598 -0.466 -0.617
C -0.998 3.354 4.852
H -5.586 -0.853 -0.831
H 2.670 2.834 3.365
N 1.581 -1.056 2.293
N 3.046 -0.732 0.268
H -3.552 -6.414 0.729
H -4.091 -5.548 -0.723
H -0.078 6.551 -2.458
H -4.656 -0.968 1.473
H -2.207 -3.153 2.226
H 1.663 4.891 -2.957
Sb -0.141 1.335 0.465
C 0.575 -1.186 -2.534
H 2.426 1.938 -1.079
C 3.180 -0.738 -3.292
C 1.946 2.576 2.594
C -3.468 -5.487 0.165
H -1.562 -6.248 -0.339
H 5.817 -0.242 -5.354
H -4.544 -4.414 1.705
C -3.692 -4.271 1.044
C 0.538 2.623 3.130
H 2.072 3.289 1.774
C 4.500 -0.506 -3.696
H 5.266 -0.399 -2.941
H 4.035 -0.484 -7.045
H 2.808 -0.766 5.928
C 0.902 4.663 -2.222
H 4.787 -0.511 1.380
H -1.163 3.813 5.817
N 3.668 -0.635 -0.951
H -0.418 -4.890 1.067
C 0.725 -1.167 3.301
C -2.818 -0.016 0.920
C -1.052 5.324 -0.992
H 2.202 1.586 2.207
C 4.799 -0.418 -5.037
C 3.790 -0.556 -5.994
C 1.128 -1.063 4.625
O -1.199 -3.217 -1.333
C -0.549 2.174 2.372
C -0.079 5.601 -1.941
H -3.876 -3.390 0.431
H -0.308 -1.337 3.024
C 0.295 3.201 4.372
C -4.076 -0.536 0.668
C -1.029 4.107 -0.331
C -2.077 0.613 -0.080
H -1.783 3.903 0.422
H -3.086 3.081 4.437
C -1.863 1.313 -2.529
H -4.263 0.176 -2.626
C 1.987 2.428 -1.950
N 0.878 -1.090 -3.821
C 3.715 -0.669 1.360
O -0.385 -2.251 0.533
C -0.941 -3.173 -0.126
C 2.891 -0.826 2.563
C -2.367 -4.139 1.792
C 2.188 -0.872 -4.260
C 3.370 -0.726 3.856
H -2.201 0.893 -3.477
H -0.780 1.189 -2.462
H -1.817 6.052 -0.762
H -1.933 -4.836 -1.163
C -2.073 2.941 4.082
H -2.429 -0.062 1.931

---

Entry 4:
95
Properties=species:S:1:pos:R:3 method="wB97M-V/def2-TZVPD" spin_multiplicity=2 charge=-2 orbital_gap_ev="3.8 / 3.7" s2=0.80 e_tot_ha=-3080.84854 mol_weight_g_mol=1045.175
H 3.258 2.579 -5.342
C -0.978 -3.693 -0.426
H 3.273 -1.364 1.280
C 0.781 1.617 -2.468
O 3.262 -2.011 -0.511
C 0.063 -3.511 3.104
C -1.037 2.788 -3.558
H -3.137 -4.227 1.216
H 2.735 1.566 4.066
C 4.771 0.963 -0.297
H -3.025 -1.040 -0.614
S 3.477 -1.073 -1.628
C -1.816 2.538 -2.495
C -1.068 -3.472 -3.160
H -6.544 -1.113 2.131
H -1.993 3.612 0.157
H 4.922 -2.006 3.171
C 1.112 3.120 1.038
H -5.581 0.517 -1.997
H -6.470 -0.696 0.024
C 4.076 -0.227 4.185
C -5.418 -0.611 -0.150
C 4.954 -0.155 -1.105
H 3.851 0.815 -3.732
C -6.140 0.954 2.521
H 2.797 4.124 0.311
C -5.142 0.610 -1.012
H -5.084 -1.493 -0.738
N 2.311 -0.056 -1.637
H -5.535 1.528 -0.568
H -2.752 -1.422 3.162
C -2.807 -0.483 2.640
H -1.853 -5.662 -0.719
C 6.236 -0.558 -1.479
H 8.040 1.595 0.372
N -2.632 -0.913 0.309
N 0.016 1.325 -1.425
C -0.994 3.338 -0.204
C 1.266 2.788 -4.575
H 1.650 2.466 1.745
C 4.252 -1.164 3.195
O 3.884 -1.665 -2.900
C -0.445 -2.541 -1.002
C -0.542 -2.464 -2.382
H -1.806 -0.117 2.502
Tl 0.312 -0.662 0.275
C -0.997 -3.998 3.833
N -4.797 -0.616 1.158
H -0.152 -1.553 -2.845
C -1.504 -4.671 -2.583
H -1.462 3.160 -4.492
H -1.779 1.437 -0.603
C 2.071 0.920 -2.606
C 0.385 2.460 -3.512
H -3.058 -4.540 3.656
C -5.663 -0.478 2.299
C 0.949 4.844 -0.685
H 0.962 3.500 -5.355
C -1.489 -4.756 -1.189
C 1.722 4.037 0.222
H -0.919 -4.122 4.917
C -2.148 -4.269 3.126
H -6.649 1.352 1.652
H -3.353 0.249 3.223
C 5.886 1.605 0.254
C 7.160 1.137 -0.042
H 1.397 5.675 -1.183
C -0.332 4.556 -0.865
C 2.539 2.280 -4.586
H -6.840 0.960 3.366
H -1.865 -5.483 -3.201
H 3.758 1.331 -0.076
I 5.091 0.005 5.946
H -5.158 -0.857 3.183
C -2.196 -4.099 1.750
H 8.328 -0.215 -1.213
C 2.890 1.308 -3.628
H -2.884 2.660 -2.503
H -4.086 0.823 -1.207
N 0.060 -3.447 1.769
C 7.332 0.081 -0.943
N 3.426 -0.847 2.183
C -1.156 2.075 -1.204
O -0.823 2.277 1.934
H -1.109 -3.337 -4.233
C -1.031 -3.777 1.065
C -3.439 -0.691 1.272
H -5.359 1.663 2.744
H 0.970 -3.162 3.613
N -0.240 2.938 0.997
C 3.128 0.674 3.636
H -0.948 5.127 -1.521
H 6.366 -1.392 -2.158
H 5.761 2.444 0.931
N 2.756 0.285 2.426

---

Entry 5:
93
Properties=species:S:1:pos:R:3 method="wB97M-V/def2-TZVPD" charge=0 orbital_gap_ev=8.1 e_tot_ha=-3112.82273 mol_weight_g_mol=927.133
H 3.008 -4.593 4.229
N -2.096 1.889 0.662
C 2.547 -2.502 -0.720
C -0.723 0.171 5.102
H -6.048 0.351 -0.371
H -5.820 2.166 0.786
C 1.851 2.099 1.535
C 0.796 1.663 2.319
O -0.466 -0.312 2.185
C -4.470 -0.705 -1.406
H 4.864 -2.829 0.901
C 2.087 -1.743 1.674
H 2.376 -5.271 -3.439
C 0.116 3.131 -1.489
H 2.101 2.037 6.928
O 2.056 -1.429 3.949
H -1.554 -0.315 4.623
C 0.686 0.238 2.897
C 5.116 -1.808 0.657
H 2.786 -2.914 -4.087
C -0.191 2.583 2.680
H 4.326 -1.887 5.209
C 1.447 1.162 5.095
H 4.989 -3.046 4.030
C 2.721 -2.195 -2.071
C 4.105 -0.907 0.317
C 2.300 -4.823 -1.342
H 3.696 1.054 -0.410
H 4.739 -1.361 3.557
H -4.425 0.044 -2.201
N 0.140 1.952 -1.497
C 2.357 -3.833 -0.366
C -2.849 0.902 0.116
C 2.925 -2.512 3.709
C 4.470 0.376 -0.076
H -5.075 -1.545 -1.748
H -4.464 4.251 1.090
C 2.653 -3.177 -3.045
H 7.210 -2.121 0.951
H -1.950 3.965 0.528
H -3.119 -1.985 -0.335
N -0.856 -3.388 0.302
H 2.259 -4.112 0.674
H -5.202 -0.850 0.611
H 2.780 3.749 0.537
H 2.357 1.427 4.570
N -4.193 0.975 0.314
H -2.481 3.364 2.101
C 0.975 4.341 1.528
C -4.760 2.109 1.028
C -4.028 3.374 0.612
C 6.792 -0.111 0.320
H 1.047 5.377 1.223
C -2.577 3.220 1.020
H 1.105 -2.190 1.488
H -1.028 2.263 3.287
C 6.443 -1.408 0.672
H 2.316 -3.541 5.487
N -2.251 -0.073 -0.525
H -4.103 3.489 -0.471
C 1.307 1.501 6.425
C 2.367 -3.732 4.415
H 0.035 1.430 8.158
C 0.436 0.483 4.409
C 5.802 0.774 -0.071
H 2.153 -5.854 -1.047
H -1.108 1.812 0.478
C -0.864 0.506 6.447
C 1.964 -0.648 2.758
O 2.911 -2.713 2.303
H 2.832 0.016 2.693
H -0.869 4.610 2.593
S -1.149 -1.744 2.606
H 6.061 1.779 -0.379
H -4.670 1.969 2.113
C -0.909 -2.686 1.217
C 0.147 1.169 7.114
O 1.829 -0.261 -0.122
C 2.617 -1.326 0.280
C 2.433 -4.500 -2.682
H 2.591 1.399 1.200
H 1.363 -3.941 4.045
C 4.341 -2.179 4.159
C -0.103 3.908 2.290
H 7.830 0.197 0.331
H 2.945 -1.170 -2.346
S 0.048 4.726 -1.483
H -1.778 0.246 6.966
Pb 0.049 -0.263 -1.458
H -2.567 -1.560 -1.945
C -3.065 -1.165 -1.054
C -5.070 -0.083 -0.161
C 1.943 3.430 1.145